Entry from OMol25: a 2-piece molecular cluster, C9H14 overall in a non-equilibrium geometry (ωB97M-V with the def2-TZVPD basis set).

The calculated total energy is -9558.49402 eV. As for the total charge: -1. The calculation puts the largest force on an atom at 1.445 eV/A. Its spin multiplicity is 2. Its orbital gap (alpha / beta) is 0.108 / 0.255 hartree. Its expectation value of S² is 0.761.

Each line ends with the Mulliken spin population.
CARTESIAN COORDINATES (ANGSTROEM)
C: -0.202 -2.174 1.463  -0.02
C: 1.434 1.059 0.225  0.16
C: 0.412 0.124 0.666  0.35
C: 2.739 0.632 0.035  -0.18
C: 0.825 -1.170 1.009  -0.05
C: 3.156 -0.636 0.418  0.42
C: 2.148 -1.561 0.930  0.10
H: 1.187 2.109 0.098  0.05
H: -0.642 0.369 0.648  0.10
H: 3.422 1.357 -0.401  -0.01
H: 4.175 -0.998 0.508  0.06
H: 0.202 -3.040 1.986  0.01
H: -0.800 -2.514 0.613  0.01
H: 2.441 -2.581 1.169  0.01
H: -0.943 -1.743 2.148  0.00
C: -1.990 1.937 -1.629  -0.01
C: -2.896 0.772 -1.284  0.01
H: -1.076 1.885 -1.039  0.00
H: -1.683 1.908 -2.675  0.00
H: -2.401 2.925 -1.420  0.00
H: -3.446 0.384 -2.100  -0.01
H: -3.680 1.018 -0.558  0.00
H: -2.382 -0.061 -0.808  0.01

Cartesian forces, eV/Å:
C -0.69 0.11 0.06
C -0.27 -0.23 -0.13
C 0.39 0.26 -0.05
C -0.22 0.61 0.27
C 0.25 -0.60 0.34
C -0.30 -1.27 0.32
C 0.08 0.60 -0.24
H 0.00 -0.05 -0.29
H -0.03 0.11 0.16
H 0.26 -0.04 0.22
H 0.15 0.48 -0.45
H 0.29 -0.06 -0.18
H 0.05 -0.21 -0.12
H -0.11 0.07 0.12
H 0.16 0.22 0.01
C 0.57 0.05 0.12
C -0.45 0.09 1.37
H 0.10 -0.08 -0.03
H -0.01 0.04 -0.01
H -0.35 -0.06 -0.12
H -0.41 -0.40 -1.20
H 0.16 0.35 0.07
H 0.39 0.00 -0.23